# 1
19
Properties=species:S:1:pos:R:3:mulliken_charge:R:1 method="wB97M-V/def2-TZVPD" smiles="CC1=CN=CC[C@@H]1CCl" homo_lumo_gap_ev=8.99 lumo_ev=0.45 e_tot_ev=-21431.396 total_charge=0 fmax_ev_per_a=3.70 de_lowest_ev=0.750
H 0.64 0.61 1.26 0.271
C 0.36 0.54 0.24 0.449
C 0.86 -1.99 -0.31 -1.384
H 0.33 -2.67 -0.95 0.433
H -1.75 -2.18 0.46 0.388
H -1.03 1.78 -1.16 0.273
Cl 3.09 0.13 0.49 -0.201
C -1.45 -1.13 0.38 -0.544
C 1.71 0.84 -0.49 -0.903
H 1.22 -2.41 0.63 0.314
C -0.89 1.49 -0.08 -0.664
H -0.62 2.52 0.56 0.285
H 1.67 -1.33 -0.57 0.259
H -3.03 1.64 0.67 0.439
C -2.28 0.98 0.36 -0.194
H 1.72 0.39 -1.51 0.406
C -0.15 -0.88 0.00 0.624
H 2.01 1.89 -0.60 0.365
N -2.42 -0.23 0.63 -0.616

# 2
23
Properties=species:S:1:pos:R:3:mulliken_charge:R:1 method="wB97M-V/def2-TZVPD" homo_lumo_gap_ev=6.91 lumo_ev=-0.18 e_tot_ev=-37292.750 total_charge=0 fmax_ev_per_a=4.00 de_lowest_ev=0.000
H 1.77 -2.23 -0.69 0.205
C 2.02 1.20 0.30 -0.332
C -3.24 2.39 -0.70 -0.704
N -2.53 1.31 -0.04 -0.188
O -2.13 -0.56 1.32 -0.568
H 0.67 -3.38 -1.65 0.322
H 1.56 -3.91 -0.12 0.295
C 1.15 0.99 -0.82 -0.176
C -2.42 0.36 0.67 0.663
H 1.39 1.46 -1.74 0.446
H -2.64 3.22 -0.37 0.288
C 0.96 -3.10 -0.65 -0.655
N 0.29 -0.01 -0.84 -0.443
H -3.22 2.32 -1.82 0.256
N 0.74 -0.40 1.52 -0.549
H 0.09 -2.78 1.46 0.262
S -0.47 -2.36 0.24 0.092
C 0.20 -0.69 0.31 0.564
C 1.57 0.63 1.47 -0.322
H 1.95 0.82 2.43 0.483
Cl 3.92 0.03 -0.25 -0.558
H 2.68 2.18 0.25 0.309
H -4.29 2.51 -0.29 0.309

# 3
27
Properties=species:S:1:pos:R:3:mulliken_spin:R:1 method="wB97M-V/def2-TZVPD" homo_lumo_gap_ev="5.41 / 5.58" lumo_ev="2.35 / 2.34" e_tot_ev=-107210.276 total_charge=-1 s_squared=3.766 multiplicity=4 fmax_ev_per_a=2.53 de_lowest_ev=0.915
F 3.47 -1.43 0.42 0.003
H -2.82 -1.53 -1.16 0.000
H 0.77 -2.81 -2.63 0.000
S -0.93 3.34 3.30 0.000
O -3.10 4.52 2.34 0.002
C -0.08 -2.43 0.47 0.010
C 3.08 -0.11 0.13 0.119
H -0.40 -1.91 1.40 0.002
Co 1.12 0.52 0.29 2.581
C 0.09 2.66 2.07 -0.013
C -0.30 -2.79 -2.36 0.007
H -0.66 -3.84 -2.18 0.000
P -0.41 -1.51 -1.00 0.002
H 3.18 -0.08 -0.98 0.018
C -2.07 -0.73 -0.99 0.001
F 4.01 0.74 0.60 0.003
S 1.13 2.78 -0.37 0.096
C -1.93 4.31 2.15 0.001
H -2.06 0.02 -1.85 0.001
C 0.20 3.40 0.91 0.025
S 0.83 1.13 2.33 0.120
H 0.98 -2.67 0.57 0.002
O 0.62 -0.42 -1.33 0.016
H -2.26 -0.23 0.00 0.000
H -0.89 -2.31 -3.22 0.000
S -0.92 4.74 0.69 0.003
H -0.65 -3.37 0.39 0.001

# 4
19
Properties=species:S:1:pos:R:3:mulliken_spin:R:1 method="wB97M-V/def2-TZVPD" homo_lumo_gap_ev="7.48 / 8.51" lumo_ev="0.88 / -0.46" e_tot_ev=-10396.430 total_charge=0 s_squared=2.060 multiplicity=3 fmax_ev_per_a=3.32 de_lowest_ev=0.030
H -3.34 0.66 -0.01 0.007
C 1.96 1.40 0.10 -0.157
C -2.29 0.74 -0.52 0.025
C -1.29 -0.21 0.14 0.123
H 2.31 2.43 -0.01 0.003
N 1.19 -1.64 -0.04 1.040
H -1.87 1.74 -0.55 0.001
C 0.58 1.35 0.37 0.383
C 2.30 -1.10 -0.21 -0.095
H -2.30 0.60 -1.56 0.006
H 3.14 -1.84 -0.28 0.068
C 2.71 0.32 -0.30 0.413
H 0.09 2.18 0.88 0.029
C -1.65 -1.56 0.50 -0.003
N -0.11 0.24 0.35 0.107
H -2.19 -2.11 -0.34 0.010
H 3.73 0.49 -0.45 0.025
H -2.32 -1.52 1.38 0.012
H -0.63 -2.17 0.54 0.002

# 5
21
Properties=species:S:1:pos:R:3:mulliken_charge:R:1 method="wB97M-V/def2-TZVPD" homo_lumo_gap_ev="7.93 / 7.93" lumo_ev="0.02 / 0.02" e_tot_ev=-14489.719 total_charge=0 fmax_ev_per_a=5.78 de_lowest_ev=7.337
H -2.94 -2.30 0.84 0.383
H -0.12 2.27 -0.51 0.403
C -1.07 -1.68 0.34 -0.642
H -0.83 -2.61 0.82 0.304
H 0.08 2.34 1.88 0.284
C 0.12 1.51 0.18 0.187
N -2.61 0.75 -0.19 0.538
C -3.19 -0.48 -0.11 -0.266
C 0.64 0.17 -0.41 0.501
H 0.85 0.91 2.02 0.309
N 0.72 1.71 1.43 -0.641
H 2.14 -0.80 -1.46 0.416
C -2.40 -1.53 0.37 -0.373
H 2.66 0.53 -0.42 0.322
H 0.75 -1.76 -0.97 0.066
H 1.87 1.01 -1.93 0.297
C 0.05 -1.06 -0.32 -0.001
O -3.17 1.75 -0.73 -0.644
C 1.96 0.20 -1.15 -1.402
O -1.35 1.09 0.58 -0.380
H -4.31 -0.54 -0.34 0.340

# 6
21
Properties=species:S:1:pos:R:3:mulliken_charge:R:1 method="wB97M-V/def2-TZVPD" homo_lumo_gap_ev="7.62 / 7.62" lumo_ev="-0.53 / -0.53" e_tot_ev=-14492.102 total_charge=0 fmax_ev_per_a=3.89 de_lowest_ev=4.955
N -2.07 -1.96 1.23 -0.581
H -1.75 1.30 0.56 0.389
O 1.06 1.65 0.43 -0.646
H 3.07 1.37 0.74 0.323
C -1.87 0.24 0.72 -0.177
H -2.99 -0.43 2.39 0.371
H 1.85 -1.33 0.76 0.278
O 1.18 -0.44 -1.14 -0.362
H 0.36 1.76 -2.07 0.310
H -0.67 0.59 -2.82 0.350
C 0.00 0.07 -0.98 0.580
C 2.12 0.83 0.78 -0.209
C -2.56 -0.71 1.48 -0.617
H -1.36 1.60 -1.50 0.371
C 2.03 -0.55 -0.02 -0.521
N -0.92 -0.49 -0.08 0.229
C -0.45 1.11 -1.88 -1.113
H -0.73 -2.61 -0.18 0.543
C -1.16 -1.83 0.30 -0.093
H 1.93 0.50 1.80 0.201
H 2.92 -0.68 -0.52 0.373

# 7
21
Properties=species:S:1:pos:R:3:mulliken_charge:R:1 method="wB97M-V/def2-TZVPD" smiles="C[C@H](OCC=O)n1ccnc1" homo_lumo_gap_ev=9.31 lumo_ev=0.62 e_tot_ev=-14493.871 total_charge=0 fmax_ev_per_a=4.01 de_lowest_ev=3.186
H -0.53 -2.50 -0.27 0.447
O 0.73 0.38 0.72 -0.405
H 1.24 -2.27 0.10 0.441
C -1.81 1.02 -0.76 -0.250
C 0.26 -1.93 0.25 -1.895
H 2.28 1.80 0.98 0.257
O 3.74 0.77 -1.12 -0.406
C -3.09 1.10 -0.20 -0.472
C 1.84 1.16 0.21 -0.361
C -2.16 -0.75 0.49 -0.195
H 0.12 -2.01 1.35 0.435
H 1.34 1.74 -0.58 0.331
C 0.19 -0.43 -0.25 0.294
N -3.24 -0.03 0.63 -0.649
H 3.64 0.01 0.80 0.290
H 0.68 -0.35 -1.25 0.668
H -3.93 1.73 -0.19 0.448
H -1.47 1.78 -1.40 0.419
N -1.19 -0.06 -0.28 0.108
H -1.81 -1.66 0.91 0.427
C 3.17 0.50 -0.14 0.069

# 8
22
Properties=species:S:1:pos:R:3:mulliken_charge:R:1 method="wB97M-V/def2-TZVPD" smiles="CS(C)(=O)=NC(=O)C1(C#N)CC1" homo_lumo_gap_ev=10.39 lumo_ev=0.35 e_tot_ev=-25327.944 total_charge=0 fmax_ev_per_a=5.21 de_lowest_ev=4.195
H -2.54 1.29 -1.88 0.266
C -2.88 0.52 -1.22 -0.770
H 3.42 -2.01 -0.12 0.387
H 2.76 2.01 0.46 0.348
N -2.23 -2.33 0.58 -0.495
C 2.66 0.97 0.89 -0.950
C -3.11 0.94 0.17 -0.552
O 2.52 -0.03 -1.63 -0.686
C -0.56 0.65 -0.22 0.311
C -1.92 0.07 -0.14 0.988
C -1.97 -1.30 0.18 0.089
H 3.68 0.48 1.11 0.343
H -3.93 0.64 0.90 0.280
S 1.85 -0.10 -0.31 1.096
H 2.11 1.20 1.77 0.381
H 1.78 -2.55 -0.21 0.419
N 0.33 -0.30 -0.43 -0.407
C 2.39 -1.79 0.19 -1.142
H 2.21 -2.00 1.33 0.318
O -0.33 1.85 -0.08 -0.706
H -2.79 2.07 0.36 0.195
H -3.48 -0.29 -1.68 0.290

# 9
22
Properties=species:S:1:pos:R:3:mulliken_charge:R:1 method="wB97M-V/def2-TZVPD" smiles="C[C@H]1CCC1=O.Oc1ncno1" homo_lumo_gap_ev=9.63 lumo_ev=0.65 e_tot_ev=-16541.128 total_charge=0 fmax_ev_per_a=2.76 de_lowest_ev=3.326
O -0.13 1.53 -0.42 -0.542
H -2.64 2.67 -1.11 0.325
H -2.04 -1.39 -2.60 0.311
N 1.32 -0.28 1.94 -0.100
O 2.72 -0.23 1.73 -0.225
H -0.71 -1.44 -0.40 0.226
C -2.27 2.06 -1.92 -1.280
C 3.21 -0.88 2.71 0.709
H 0.13 -1.11 3.38 0.378
C -2.14 0.61 -1.50 0.212
C -0.80 0.64 -0.76 0.323
O 4.53 -1.01 2.80 -0.447
H -1.28 2.46 -2.17 0.311
H 4.65 -1.53 3.60 0.366
N 2.34 -1.36 3.54 -0.608
H -0.97 -0.07 -3.24 0.254
H -2.91 2.14 -2.81 0.350
C -0.41 -0.73 -1.18 -0.405
C 1.15 -0.94 3.02 -0.078
H -2.96 0.24 -0.86 0.326
H 0.66 -0.85 -1.40 0.297
C -1.44 -0.52 -2.35 -0.704

# 10
24
Properties=species:S:1:pos:R:3:mulliken_charge:R:1 method="wB97M-V/def2-TZVPD" homo_lumo_gap_ev="6.92 / 7.99" lumo_ev="-0.82 / -0.77" e_tot_ev=-38208.178 total_charge=0 fmax_ev_per_a=3.86 de_lowest_ev=5.185
C 1.55 -0.72 0.33 0.547
H 0.11 2.01 2.04 0.256
H 0.90 1.72 -1.11 0.303
H -3.87 -1.41 -0.83 0.256
C 2.83 0.70 1.64 -1.053
H 4.68 -0.30 1.61 0.489
S 3.10 -1.44 0.21 -0.183
C -0.65 -0.85 -0.24 -0.154
N 0.83 1.00 -1.92 -0.539
O 0.56 -1.51 -0.13 -0.318
H -0.50 1.25 0.65 0.243
S -0.73 0.28 -1.69 0.999
O -1.00 -0.51 -2.84 -0.682
H 2.90 1.44 2.38 0.438
C 0.37 1.16 1.31 -1.074
H -1.93 -2.33 -1.42 0.339
H 0.73 1.43 -2.81 0.352
H -2.75 -0.06 -0.87 0.333
N -3.06 -0.95 -0.37 -0.638
O -1.70 1.24 -1.34 -0.638
C -1.91 -1.84 -0.40 -0.421
C 1.49 0.39 1.14 1.273
H -2.06 -2.51 0.57 0.261
C 3.67 -0.33 1.40 -0.390

# 11
21
Properties=species:S:1:pos:R:3:mulliken_charge:R:1 method="wB97M-V/def2-TZVPD" homo_lumo_gap_ev=8.66 lumo_ev=0.69 e_tot_ev=-23280.898 total_charge=0 fmax_ev_per_a=3.78 de_lowest_ev=3.131
C 0.45 -0.88 -2.62 -0.479
N -0.43 -0.30 2.06 -0.379
H 2.40 -0.79 -3.32 0.291
H -1.57 2.62 1.39 0.268
C 2.23 -0.10 -1.25 -0.709
H 3.24 0.29 -1.11 0.352
N -0.99 2.02 0.77 -0.573
C 1.72 -0.48 -2.49 -0.467
H -1.81 0.29 3.53 0.289
H -0.14 0.07 4.15 0.210
C -0.93 -0.36 3.46 -0.739
C 1.22 0.11 -0.23 -0.454
C -0.58 -0.74 -1.67 0.664
H 1.45 0.29 0.84 0.381
H -1.98 -1.02 -2.94 0.312
O -1.87 -0.93 -1.99 -0.509
H -1.04 -1.38 3.65 0.276
H -0.08 2.32 0.87 0.243
H 0.14 -1.11 -3.59 0.286
S -1.27 0.26 0.91 0.150
C -0.15 -0.17 -0.44 0.589

# 12
20
Properties=species:S:1:pos:R:3:mulliken_charge:R:1 method="wB97M-V/def2-TZVPD" smiles="N/C=[NH+]/c1ccccc1N" homo_lumo_gap_ev=7.52 lumo_ev=-4.09 e_tot_ev=-11884.349 total_charge=+1 fmax_ev_per_a=5.15 de_lowest_ev=0.665
H -2.48 -1.66 0.23 0.347
H 1.32 2.80 -0.18 0.213
C 2.30 0.55 -0.04 -0.463
C 2.79 -0.75 -0.01 -0.667
H -0.23 2.62 0.41 0.186
H -1.54 1.12 -0.02 0.159
C -2.48 -0.57 0.06 0.237
H 3.90 -0.87 0.11 0.340
H 2.30 -2.82 0.01 0.346
C 0.02 -0.30 -0.02 0.570
H -3.33 1.18 0.05 0.237
C 0.92 0.87 -0.05 0.969
H -0.05 -2.43 -0.03 0.295
C 1.88 -1.82 -0.12 -0.614
N -3.58 0.17 -0.11 -0.322
N -1.35 0.07 -0.08 -0.153
N 0.58 2.14 -0.09 -0.509
H 2.98 1.40 -0.10 0.231
C 0.53 -1.60 -0.14 -0.667
H -4.48 -0.11 0.11 0.266